Record 1
Below is a structure of composition C45H105N15O15 in a non-equilibrium geometry, with properties calculated with the ωB97M-V functional and the def2-TZVPD basis.

XYZ file:
```
180
Properties=species:S:1:pos:R:3:forces:R:3:mulliken_charge:R:1
H -1.51085 1.11018 2.32446 0.8 0.1 0.5 -0.207
C -3.51206 -2.15230 -1.53555 1.1 -4.8 1.3 -0.902
C 6.07916 0.77772 1.52961 -0.3 -1.4 3.1 -0.993
C 0.35793 -2.07777 -3.70133 0.1 -0.5 0.3 -0.704
H 3.19135 0.62675 4.20539 -0.1 0.4 0.4 0.404
H 0.32906 4.26460 4.20042 0.2 -0.2 -0.3 0.349
C -2.17702 1.48330 -4.59162 0.9 2.4 -1.6 -1.453
H -3.06152 -2.62708 5.09627 -0.2 -0.3 0.4 0.351
C -1.74797 -3.24262 -4.46968 0.1 0.6 -0.3 -1.048
H 2.06750 2.35120 -2.70356 2.4 0.2 -1.1 1.252
H -1.07818 3.02436 0.93626 -1.9 0.5 -0.4 -1.029
H 1.02621 -3.58971 1.38360 0.0 0.4 0.5 -0.877
N -2.69754 3.18614 -0.35445 1.5 -0.6 -0.6 0.424
H 4.22173 -2.31329 0.76384 -1.1 -0.8 -0.1 0.678
H -6.56973 -0.88731 -0.50050 0.2 -0.6 0.2 0.185
H -1.47728 -3.26796 -5.52523 0.0 -0.4 0.0 0.376
H -1.11630 -0.25791 -3.06089 -0.7 -0.7 -1.5 -1.157
H 3.39156 -0.54521 1.22629 0.3 -1.0 2.2 -0.037
H -2.01901 -0.26149 2.53917 0.0 -1.9 1.9 -0.376
C -5.73567 1.17685 -1.52329 1.6 0.3 -1.2 -1.292
C 2.15756 4.87135 0.58546 -0.1 0.9 2.0 -1.338
N -4.88886 -1.12601 0.86171 0.5 -1.3 0.5 0.092
C -0.23327 1.52375 -3.07430 0.4 -1.4 -4.7 -0.893
H 0.73486 -1.17385 -3.22284 -0.4 0.1 0.0 0.034
H -1.56723 1.52259 0.39436 -0.7 1.0 -0.1 -0.565
H 0.84508 3.26601 -4.96331 0.1 -0.6 1.1 0.355
H 2.72874 5.79614 0.50409 -0.2 0.0 0.0 0.492
O 1.46389 -4.61026 -0.18613 0.6 1.0 -0.6 -0.729
H 1.39900 6.26188 -1.75476 -0.1 0.5 0.2 0.349
H -0.16582 -3.33010 2.58968 -0.3 -0.3 0.5 0.601
O -0.77748 3.06396 5.39887 0.3 0.5 0.1 -0.582
N 1.86998 -3.36326 3.23224 -0.1 -1.4 2.1 0.560
C -1.77836 3.51913 -1.42430 -0.1 0.4 0.1 -1.582
H -4.77602 -2.32010 2.58861 -0.2 -0.4 -0.1 0.511
H 5.70725 0.45646 -2.93228 0.2 -0.1 0.8 0.369
C 1.01418 0.99297 -0.36965 -4.3 -3.5 2.4 1.043
O -0.74213 0.71464 -2.28012 3.4 4.8 -3.2 -0.142
H -2.67836 2.03562 -2.73419 -1.2 0.2 0.3 -0.351
H -0.74599 3.66514 -5.43319 -0.4 -0.1 0.2 0.344
H -2.52853 2.27030 1.61380 -0.5 0.8 -0.5 1.252
H 0.00545 5.24255 -1.98382 0.2 0.1 0.2 0.425
C 0.57502 2.70357 2.18960 2.3 -0.6 -0.6 -0.903
C -3.93141 3.70001 -0.27341 0.3 0.6 2.7 -0.009
H 2.15159 0.66310 -2.57853 0.3 -0.1 0.5 0.279
C 0.83407 -3.01599 2.29026 0.7 -3.1 -0.2 -0.108
C -3.75152 2.24445 -2.60420 -0.9 0.2 1.9 0.093
H 2.40417 0.19738 2.35704 1.0 0.4 0.9 -0.301
H -6.19379 2.13768 -1.75789 -0.2 -0.3 -0.3 0.426
C 1.47071 -3.41639 -0.55620 1.5 -0.3 -0.7 0.242
H 0.90618 -2.18255 -4.63757 -0.3 -0.2 -0.2 0.559
H 1.26231 -0.41340 1.93952 -2.3 1.2 -1.6 -1.260
H 2.26726 -3.44670 5.36044 0.4 -0.4 -0.6 0.388
O 4.91390 -0.05060 5.09164 0.5 0.2 1.0 -0.651
H 3.35590 0.70349 0.65868 3.1 0.2 -0.1 0.613
C -6.28029 -0.85233 0.54978 -0.5 0.3 0.9 -1.009
C -0.13060 2.81400 -5.14171 -0.7 -0.2 -1.1 -1.184
O 2.12366 1.08576 0.15569 -4.7 1.9 2.3 -0.711
C -1.46845 -3.41598 -1.64680 -0.2 0.2 0.8 -0.847
H 5.56164 -1.91079 2.20671 -0.2 0.0 1.0 0.026
C 4.68192 0.31638 -2.55639 -1.3 -0.2 -2.7 -0.378
H -2.58613 -0.12532 -2.16690 -1.6 1.1 0.2 0.855
C 4.89386 -2.10114 3.04692 -0.2 0.4 -0.1 0.693
H -3.05064 -1.70794 2.80887 0.9 0.3 0.5 0.790
H 5.04265 2.95411 -1.15902 0.0 0.3 0.1 0.169
N 0.12887 0.10609 0.12358 -0.9 2.2 0.5 2.049
O 6.48005 -2.10006 0.74621 -1.4 2.1 -1.2 -0.682
C 0.42781 -0.72970 1.31369 -1.6 2.2 -5.7 -0.026
N 1.38963 4.60363 -0.57125 -0.4 -1.0 -1.6 0.613
H -2.98567 -5.33338 -2.50248 0.0 -0.1 0.2 0.402
N 3.95294 -0.95164 3.24452 0.2 -0.9 0.1 0.713
N 2.50316 -2.51742 -0.46547 0.9 -2.5 -0.3 0.950
H -4.11437 -0.89837 -2.76045 -1.2 5.1 -0.6 1.443
O 3.75916 -4.64268 3.72953 -2.2 -0.2 -1.2 -0.659
H 5.00429 -1.62020 -0.57810 1.2 1.4 0.3 -0.106
O 0.54747 2.94086 -1.92968 2.1 7.1 4.6 -0.899
H -6.47517 0.16241 0.89681 -0.3 0.0 -0.1 0.438
C 0.66341 5.65971 -1.22147 0.5 0.6 -0.7 -0.820
H 4.35248 1.52476 -0.53389 0.8 -0.2 2.1 0.139
N -0.85042 1.94767 -4.18812 0.9 0.5 0.1 0.920
H 6.95888 0.21690 1.84536 0.7 0.4 -0.8 0.468
H 0.04428 -1.62857 5.32777 -0.3 1.0 -0.2 1.472
O -4.18997 3.41810 -2.60245 -0.5 -3.1 -2.8 -0.736
H -4.16162 -4.23587 -3.15217 0.1 0.4 0.0 0.406
H -6.24204 0.28524 -1.89304 -0.6 0.5 0.2 0.454
H -3.88961 -1.75253 -2.47669 1.1 -5.2 1.3 0.007
H 2.81118 4.09627 0.98564 0.2 -0.4 -1.0 0.107
H -2.21805 1.18457 -5.63909 0.6 0.3 -0.3 0.430
O -4.58347 3.55021 0.76896 -0.5 0.1 -1.1 -0.674
O -2.95065 -0.65268 -3.99365 3.1 -5.8 -3.1 -0.722
O 4.11398 -0.81148 -2.62496 3.0 2.8 -1.7 -0.475
C -0.20819 3.31594 4.35408 -1.5 -2.2 0.0 -0.018
H -4.39850 -4.87887 -1.54614 0.2 0.2 0.3 0.277
H 1.41665 4.89476 1.38459 0.2 1.1 0.3 0.670
C -4.52531 -2.39995 1.53085 -1.0 0.0 -0.7 -1.600
H -0.95435 4.14029 -1.07320 -1.0 -0.1 0.5 0.456
C -3.67414 -0.14709 -2.10480 -3.3 5.3 2.0 0.268
H -2.83369 -3.18400 -4.39282 0.2 0.5 -0.1 0.313
H 2.89981 -0.71246 -1.70617 -0.9 -1.8 0.7 -0.028
H 0.70695 1.52533 -1.28310 0.0 -1.5 1.9 -0.001
C 5.59868 -1.31108 0.29560 3.8 0.3 -1.7 0.213
H -1.93835 -0.49512 0.21853 2.6 -0.3 -0.8 0.536
H -4.33808 -2.21580 -0.82721 0.0 -0.6 -0.4 0.924
H -2.26935 4.00554 -2.26717 0.1 0.2 0.3 0.264
H -2.92014 2.26584 -4.43834 0.3 0.0 -0.8 0.475
H 0.75724 -1.70286 0.94965 -0.5 1.5 -1.8 1.158
C 2.43451 -1.11210 -0.80512 -3.1 -2.2 1.5 -0.713
N -2.81548 -3.39032 -1.69043 -0.3 -0.8 0.0 0.815
H 1.37755 -0.84689 -0.82969 0.7 -1.1 -0.4 -0.087
H 2.74679 -4.56717 1.89646 0.2 -0.6 0.2 0.575
H 3.84096 -3.95224 0.42202 -0.8 -0.1 -0.1 0.835
O -0.70041 -2.46711 -1.35155 -4.4 -2.5 -0.8 -1.135
N 5.32676 -0.02999 0.61904 0.6 0.2 -2.2 0.864
H -3.43153 -0.18768 3.46646 0.2 0.2 1.2 0.365
H 5.53609 -2.36437 3.88738 -0.4 0.6 0.4 0.663
C -3.64002 -4.50419 -2.23346 1.1 0.0 0.2 -1.107
H 0.59784 -2.87440 -2.99712 0.4 -0.1 -0.6 0.254
H -1.66456 0.74938 -1.00839 -0.1 0.0 2.4 1.553
H -0.44460 -0.93725 1.93330 -0.3 1.0 -2.4 0.567
H -0.01268 2.21527 -6.04488 0.1 0.1 -0.2 0.399
N -4.40063 1.10173 -2.18987 0.4 2.8 -0.3 0.174
H -2.99920 -1.22395 6.13713 0.1 0.4 -0.1 0.308
H 1.41647 3.37397 2.36456 -0.4 0.1 0.8 1.373
O 0.30025 -1.17763 3.33120 -0.8 1.0 8.9 -1.124
H 0.63471 -3.04963 5.00367 0.2 -1.0 -0.7 0.652
H -1.73050 -2.43865 6.23437 0.3 0.2 -0.3 0.412
C -1.19968 -0.07100 -0.46161 -0.2 -2.5 -0.3 -2.467
C -1.99115 2.48243 0.68950 0.1 0.3 0.8 -0.939
H -1.07507 -0.73274 -1.31873 -0.2 -0.1 1.6 1.465
H -3.49256 -2.73383 1.43054 0.0 0.6 -0.3 0.535
H 2.28301 1.84069 -1.14760 2.6 -1.0 -2.3 -0.240
C -0.36514 -1.31515 4.35497 -2.4 -1.2 0.4 -1.186
C -3.99430 -0.15101 0.72190 0.5 1.9 1.8 0.157
C 2.59105 1.56700 -2.15672 1.5 0.4 -2.7 0.011
C 1.23466 3.35124 -0.94940 -0.5 2.1 -0.2 -0.217
H -1.17108 -4.44453 -1.90344 0.9 0.2 0.2 0.526
C 1.64803 -2.94715 4.61538 1.3 0.0 0.7 -1.430
O -2.86074 -0.13235 1.23010 -5.4 0.2 -2.0 -0.634
H -4.16725 4.21681 -1.21654 -0.5 0.5 1.5 0.471
H -5.56071 1.17166 -0.44744 -0.9 0.2 -0.7 0.932
C 4.16992 0.56393 -0.05265 3.4 1.8 1.1 -0.525
C 2.83802 -4.30661 2.96229 0.3 0.4 0.9 -0.194
N -0.25166 2.42730 3.28649 0.1 1.7 1.4 0.247
H 0.58185 -2.94792 -1.00638 1.4 -0.6 0.7 -0.388
H 1.84530 2.73115 -0.27501 -0.8 0.7 -0.1 0.019
H 2.85314 -0.63994 0.08365 -1.8 -1.6 -1.7 -0.410
H -2.45596 0.54184 -4.11839 -0.3 2.9 -0.1 0.203
H 0.05231 3.06083 1.30233 1.3 -0.1 0.5 0.281
H -5.09319 -3.18125 1.02569 -0.3 -0.1 0.3 0.608
H -0.23343 0.28696 3.39805 -0.2 2.0 -1.2 -0.353
C -2.58055 -0.84055 3.27229 0.8 -1.8 1.0 -1.186
H 4.54931 -3.04147 -0.81557 -0.4 -0.1 -0.2 0.376
H 3.76309 0.04360 -0.91974 1.9 0.4 2.4 -0.935
H 5.59608 2.90820 -2.82102 0.0 -0.3 -0.1 0.388
C 2.97059 -0.72312 2.21586 0.5 -0.5 0.6 -0.450
H -2.89338 -1.34185 -1.15018 1.5 -3.4 0.2 -0.704
H -1.48065 -4.15038 -3.92875 0.5 0.0 -0.4 0.359
H -4.38215 0.72286 0.17589 0.7 -0.3 0.9 -0.587
C -1.72355 -0.92490 -3.69222 -2.3 -2.8 -1.8 0.503
H 1.87572 -1.88848 4.73979 0.2 -0.1 -0.1 0.464
H 4.04029 3.62508 -2.48033 -0.1 -0.2 0.1 0.254
N -1.10137 -2.06766 -3.87100 0.0 -0.7 -1.4 0.394
C 3.81279 -2.95484 -0.01673 -0.7 -2.1 0.6 -2.282
H -6.92990 -1.47931 1.16052 0.2 -0.2 -0.2 0.388
N -1.73925 -1.29839 4.38061 1.1 0.4 1.4 0.406
H 2.18248 -1.46680 2.09785 2.1 -0.5 0.7 1.088
H 4.34952 -3.02063 2.83169 0.4 1.0 0.0 -0.863
H 0.08838 6.23541 -0.49620 0.1 0.1 -0.1 0.381
H -1.26324 2.63741 -1.80549 -1.2 0.6 0.8 0.456
H 6.17018 1.86308 1.48698 0.2 -0.2 -1.4 0.277
C 4.03341 -0.07925 4.27403 -0.1 -0.6 -1.2 0.337
C 4.71264 2.81816 -2.18893 0.3 -0.8 -0.5 -0.729
C -2.38341 -1.90189 5.54611 -0.8 -0.2 -0.6 -1.128
H 1.10052 1.77767 1.95583 -0.2 0.1 -0.4 0.053
H 0.74545 -1.93322 2.20157 1.1 -4.6 0.5 -0.319
H 0.77302 1.94229 -2.91809 -1.5 -2.6 -2.7 -1.122
H -3.80893 -0.57098 -1.10969 -1.9 2.9 -0.5 -0.611
C -0.92311 1.11654 3.24240 0.1 2.6 1.2 -0.268
H -1.58266 0.99516 4.10169 -0.1 1.0 -0.1 1.110
N 4.03521 1.50851 -2.32448 0.3 0.5 -2.9 0.535
H 5.58230 0.67418 2.49424 -0.5 0.3 0.3 0.222
```
Forces are in eV/Å.

Output
Energy relative to the best compared isomer or geometry (same formula, charge and spin) ... 1346.1 kcal per mole
E_HOMO ... -0.2897 Eh
Gap between HOMO and LUMO ... 7.8 eV
LUMO energy ... 0.0 eV
Calculated total energy ... -3725.76586 Eh

Record 2
Below is an isolated molecule of C4H11NO2 in a non-equilibrium geometry, with properties calculated with the ωB97M-V functional and the def2-TZVPD basis.

XYZ file:
```
18
Properties=species:S:1:pos:R:3:forces:R:3:mulliken_charge:R:1
H -1.80589 2.87764 0.62072 0.0 -0.3 -0.2 0.306
C 0.39029 -1.90120 -0.07648 -1.1 0.0 0.0 -0.653
C -0.43219 0.27407 -0.79733 -0.2 2.7 -2.1 -0.889
H 1.32885 -3.36891 0.67679 -0.1 0.0 0.6 0.321
N 1.42574 0.08735 0.87737 -1.2 -0.4 -1.2 -0.645
H 1.30719 0.25947 1.86358 0.2 0.3 0.0 0.271
H -0.63088 -0.39730 1.11524 0.3 -0.5 0.0 0.278
O -1.85271 1.98602 0.24944 -0.6 -0.4 -0.5 -0.544
O 0.75121 -2.69161 1.05736 0.6 -0.1 -1.2 -0.498
C 0.13893 -0.48429 0.33053 0.5 0.2 1.9 0.326
H 0.01127 2.21775 0.14789 1.1 0.1 -1.6 0.345
H 0.20161 0.33030 -1.70382 0.1 -0.8 0.3 0.411
H 1.56120 0.94226 0.35412 0.4 0.2 0.6 0.235
H -1.41865 -0.02190 -1.15170 0.0 -0.8 0.2 0.393
H -0.86036 2.24888 -1.55692 0.6 0.3 0.1 0.297
H -0.54666 -2.28586 -0.49424 0.0 -0.2 -0.1 0.255
C -0.66942 1.77436 -0.59650 -1.0 0.1 2.8 -0.548
H 1.10048 -1.84702 -0.91604 0.3 -0.4 0.5 0.340
```
Forces are in eV/Å.

Output
Structure (SMILES) ... N[C@H](CO)CCO
Energy relative to the best compared isomer or geometry (same formula, charge and spin) ... 47.6 kcal per mole
E_HOMO ... -0.3467 Eh
Gap between HOMO and LUMO ... 10.3 eV
LUMO energy ... 0.9 eV
Calculated total energy ... -364.19232 Eh

Record 3
Below is an isolated molecule of C5H8O5 in a non-equilibrium geometry, with properties calculated with the ωB97M-V functional and the def2-TZVPD basis.

XYZ file:
```
18
Properties=species:S:1:pos:R:3:forces:R:3:mulliken_charge:R:1
H -0.51748 2.33014 -0.95017 -0.7 0.4 -0.9 0.296
O 1.30812 1.41530 -0.00802 0.6 1.9 0.0 -0.555
H -2.04594 1.72475 -1.89179 -0.5 0.1 0.9 0.332
C 0.09605 -0.70113 1.75110 -3.4 0.3 2.8 -0.359
H -0.87806 -0.09748 1.74306 1.5 0.3 -0.8 0.190
C 0.85342 0.19128 -0.36148 0.5 -2.2 -1.8 0.988
O 0.93138 -0.69681 0.68687 0.3 -0.6 -0.5 -0.405
C -0.64659 0.31466 -1.05275 2.2 3.0 0.6 0.463
H -0.62286 1.78319 -2.68582 1.2 0.2 -0.5 0.325
O 1.60799 -0.47684 -1.36928 1.9 -1.3 -0.1 -0.598
H 2.25401 -1.28349 -1.10131 -2.6 3.1 0.0 0.363
O -1.51547 -2.40118 2.67202 1.7 0.7 -2.2 -0.502
H -0.48531 -2.59403 0.70569 -1.1 0.7 2.5 0.187
C -0.98915 1.65767 -1.69007 0.8 -0.7 0.6 -1.168
H 0.60439 -0.32994 2.69052 -0.5 -1.0 -0.8 0.406
C -0.74988 -2.04544 1.79007 1.0 -0.9 -0.4 0.154
H 2.25411 1.69407 -0.11084 -1.2 -1.3 -0.1 0.333
O -1.45872 -0.48472 -0.81780 -1.8 -2.8 0.5 -0.450
```
Forces are in eV/Å.

Output
Structure (SMILES) ... CC(=O)C(O)(O)OCC=O
Energy relative to the best compared isomer or geometry (same formula, charge and spin) ... 77.7 kcal per mole
E_HOMO ... -0.3513 Eh
Gap between HOMO and LUMO ... 10.0 eV
LUMO energy ... 0.4 eV
Calculated total energy ... -571.42992 Eh

Record 4
Below is a cluster of 2 separate species, C7H10NOPS2 in total in a non-equilibrium geometry, with properties calculated with the ωB97M-V functional and the def2-TZVPD basis.

XYZ file:
```
22
Properties=species:S:1:pos:R:3:forces:R:3:mulliken_charge:R:1
S 3.00023 2.57505 1.35779 -0.2 0.0 -0.4 -0.377
H 0.09058 -0.45778 -2.37074 0.0 0.1 -0.1 0.174
H 2.62616 -0.70160 -0.73350 0.0 0.0 0.0 0.244
H -1.12678 0.57713 -3.15405 0.1 0.0 0.0 0.284
P 2.02761 1.33092 0.20896 0.2 0.1 0.5 0.269
H -2.58474 1.87376 1.72371 -0.1 0.1 0.0 0.381
H -2.68041 -0.30525 2.88079 -0.1 0.0 0.0 0.378
H -0.23717 -0.63755 -4.11870 0.0 0.0 0.1 0.244
H -0.51900 2.52120 0.50123 -0.1 0.1 0.0 0.322
H 1.30157 -1.18043 1.60920 0.1 0.0 0.0 0.502
C -0.58750 1.57464 1.01800 0.0 0.0 0.0 -0.518
C 0.50317 0.71658 1.00023 0.3 0.1 -0.4 0.488
C -0.16431 0.07420 -3.29484 -0.7 -0.4 0.2 -0.442
N 2.95303 -0.06819 -0.01284 -0.1 0.0 -0.3 -0.524
C -1.73571 1.20714 1.69474 -0.1 0.1 0.0 -0.535
H -0.75650 -1.83485 2.80041 0.0 -0.1 0.1 0.368
C 0.44774 -0.51979 1.62843 0.0 0.0 0.0 -0.336
H 3.94092 0.13593 -0.12178 -0.1 0.0 0.0 0.233
C -0.70680 -0.87852 2.30046 -0.1 -0.1 0.1 -0.463
S 0.86967 2.43241 -2.86290 0.1 -0.8 0.2 -0.017
O 0.85313 0.98186 -3.63368 0.6 1.0 0.1 -0.256
C -1.79126 -0.01682 2.34126 0.0 -0.1 0.0 -0.417
```
Forces are in eV/Å.

Output
Energy relative to the best compared isomer or geometry (same formula, charge and spin) ... 45.0 kcal per mole
E_HOMO (spin up / spin down) ... -0.3229 / -0.2907 Eh
Gap between HOMO and LUMO (spin up / spin down) ... 7.3 / 6.5 eV
LUMO energy (spin up / spin down) ... -1.4 / -1.5 eV
Calculated total energy ... -1540.39866 Eh